Entry 1:
C4H6BrP | ωB97M-V/def2-TZVPD

XYZ file:
```
12
Properties=species:S:1:pos:R:3
C 1.304 0.649 0.048
C 0.049 1.302 -0.572
C -0.647 0.014 -0.164
C 0.675 -0.745 -0.062
P 2.870 0.985 0.554
Br 6.142 -0.159 -0.141
H -0.294 2.251 -0.076
H 0.267 1.591 -1.556
H -0.938 0.126 0.899
H -1.535 -0.313 -0.742
H 0.975 -1.434 0.774
H 1.062 -1.150 -0.920
```

Calculated values
Total energy: -3071.219764 Eh
Lowest unoccupied orbital energy (alpha / beta): -1.283 / -3.202 eV
HOMO energy (alpha / beta): -9.36 / -8.29 eV

***

Entry 2:
C2H3ClN4O2S | ωB97M-V/def2-TZVPD

XYZ file:
```
13
Properties=species:S:1:pos:R:3
C 1.406 -0.594 0.057
C 2.440 0.346 -0.238
N 0.499 -1.223 0.404
N -2.506 -0.539 -0.103
N -1.863 -2.766 0.137
N -2.139 -1.689 -0.015
O -0.848 1.094 -1.036
O -0.871 0.794 1.405
S -1.565 0.755 0.124
Cl -2.991 2.014 0.163
H 2.806 0.292 -1.282
H 3.370 0.142 0.412
H 2.262 1.373 -0.029
```

Calculated values
Total energy: -1305.778515 Eh
Lowest unoccupied orbital energy: 0.303 eV
HOMO energy: -10.85 eV

***

Entry 3:
C22H57N5O9 | ωB97M-V/def2-TZVPD

XYZ file:
```
93
Properties=species:S:1:pos:R:3
C -2.892 -1.103 -0.855
C -2.846 -2.287 -1.798
O -1.597 -2.928 -1.639
C -3.994 -3.271 -1.547
O -5.145 -2.529 -1.188
N -6.328 -3.323 -1.294
C -7.281 -2.565 -2.108
C -6.686 -2.184 -3.459
O -5.951 -0.977 -3.469
C -6.707 -3.600 0.063
O -6.029 -4.307 0.772
O -7.926 -3.123 0.463
H -3.150 -1.391 0.160
H -1.895 -0.670 -0.815
H -3.571 -0.340 -1.217
H -2.968 -1.919 -2.820
H -1.643 -3.804 -2.022
H -4.211 -3.860 -2.438
H -3.700 -3.966 -0.757
H -7.624 -1.650 -1.623
H -8.122 -3.225 -2.297
H -6.070 -2.998 -3.834
H -7.518 -2.067 -4.153
H -5.906 -0.621 -2.585
H -7.892 -2.164 0.494
C -0.093 2.051 -1.577
O -0.487 1.941 -0.220
C 0.505 1.416 0.650
C 1.558 2.413 1.155
C 2.595 2.784 0.100
N 0.987 3.639 1.718
H 0.589 1.245 -1.861
H 0.379 3.016 -1.782
H -0.994 1.978 -2.187
H -0.044 1.036 1.515
H 0.988 0.555 0.168
H 2.085 1.901 1.965
H 2.206 3.505 -0.620
H 3.463 3.241 0.574
H 2.940 1.902 -0.441
H 0.387 3.409 2.504
H 0.357 4.064 1.044
C 4.252 -0.674 -1.318
O 4.827 0.144 -0.312
C 6.053 -0.322 0.217
C 7.290 0.033 -0.620
C 7.454 -0.822 -1.872
N 7.322 1.448 -0.997
H 4.448 -1.733 -1.128
H 4.614 -0.405 -2.313
H 3.174 -0.512 -1.298
H 6.151 0.169 1.189
H 6.001 -1.404 0.402
H 8.157 -0.157 0.019
H 6.769 -0.516 -2.663
H 8.464 -0.718 -2.265
H 7.281 -1.878 -1.658
H 7.335 2.022 -0.160
H 6.439 1.672 -1.445
C 3.299 -3.045 5.433
O 3.799 -2.165 4.445
C 4.965 -2.601 3.776
C 4.712 -3.566 2.609
C 4.374 -4.989 3.044
N 3.668 -3.082 1.702
H 4.110 -3.565 5.952
H 2.610 -3.779 5.009
H 2.750 -2.445 6.157
H 5.420 -1.694 3.370
H 5.677 -3.029 4.494
H 5.646 -3.614 2.041
H 3.348 -5.071 3.400
H 4.477 -5.671 2.201
H 5.042 -5.330 3.837
H 3.949 -2.180 1.326
H 2.846 -2.873 2.262
C -5.834 4.159 -0.206
O -4.670 3.512 -0.684
C -3.817 4.314 -1.479
C -2.853 5.211 -0.689
C -3.516 6.442 -0.078
N -2.137 4.476 0.354
H -6.218 4.880 -0.933
H -5.653 4.665 0.745
H -6.591 3.393 -0.042
H -3.222 3.607 -2.063
H -4.411 4.904 -2.190
H -2.109 5.568 -1.409
H -4.090 6.191 0.813
H -2.758 7.164 0.222
H -4.184 6.931 -0.791
H -1.595 3.721 -0.065
H -2.830 3.996 0.922
```

Calculated values
Total energy: -1823.205838 Eh
SMILES: C[C@@H](O)CON(CCO)C(=O)O.COC[C@@H](C)N.COC[C@@H](C)N.COC[C@@H](C)N.COC[C@@H](C)N
Lowest unoccupied orbital energy: 0.270 eV
HOMO energy: -8.91 eV

***

Entry 4:
H3NO3Si | ωB97M-V/def2-TZVPD

XYZ file:
```
8
Properties=species:S:1:pos:R:3
O 3.532 1.501 -0.555
N 3.151 1.294 0.550
O 2.350 0.208 0.627
Si 1.771 -1.239 -0.129
O 2.720 -2.385 0.004
H 0.499 -0.930 -0.752
H 0.895 1.923 -0.315
H 0.774 2.363 -0.871
```

Calculated values
Total energy: -571.649480 Eh
SMILES: O=NO[SiH]=O.[H][H]
Lowest unoccupied orbital energy: -0.510 eV
HOMO energy: -11.03 eV

***

Entry 5:
C8H18N2O | ωB97M-V/def2-TZVPD

XYZ file:
```
29
Properties=species:S:1:pos:R:3
C 2.353 -0.865 1.254
C 1.632 -0.317 2.485
C 1.769 1.171 2.684
C 0.634 1.955 3.172
O 0.954 1.970 1.782
H 3.406 -1.063 1.471
H 2.280 -0.175 0.401
H 1.896 -1.831 0.961
H 0.573 -0.601 2.410
H 1.994 -0.828 3.387
H 2.818 1.538 2.794
H 0.731 2.934 3.661
H -0.324 1.445 3.421
N -1.635 -1.980 -3.875
C -1.637 -1.615 -2.473
C -1.790 -0.131 -2.316
N -1.773 0.210 -0.918
C -0.459 0.356 -0.373
C -1.297 1.547 -0.624
H -0.763 -1.701 -4.299
H -1.716 -2.982 -3.951
H -0.748 -1.960 -1.909
H -2.476 -2.129 -2.004
H -0.954 0.401 -2.816
H -2.726 0.219 -2.762
H 0.416 0.160 -1.022
H -0.395 0.029 0.667
H -1.017 2.204 -1.456
H -1.747 2.039 0.249
```

Calculated values
Total energy: -500.261548 Eh
SMILES: CC[C@@H]1CO1.NCCN1CC1
Lowest unoccupied orbital energy: 1.035 eV
HOMO energy: -8.87 eV

***

Entry 6:
C3H9N3O | ωB97M-V/def2-TZVPD

XYZ file:
```
16
Properties=species:S:1:pos:R:3
O -1.111 1.270 1.051
C -0.700 1.057 -0.114
N 0.037 2.131 -0.677
C -1.074 -0.286 -0.778
N -0.683 -1.362 0.172
C 0.817 -1.498 0.232
N 1.488 -0.393 0.910
H -0.023 2.920 -0.131
H 0.483 2.324 -1.644
H -2.125 -0.302 -1.017
H -0.742 -0.454 -1.805
H -1.055 -1.244 1.116
H 0.845 -2.317 1.016
H 1.232 -1.632 -0.758
H 1.494 -0.579 1.848
H 1.117 0.363 0.578
```

Calculated values
Multiplicity: 2
⟨S²⟩: 0.76
Total energy: -358.845908 Eh
Total charge: +1
Lowest unoccupied orbital energy (alpha / beta): -3.234 / -8.562 eV
HOMO energy (alpha / beta): -14.84 / -14.78 eV

***

Entry 7:
C2H4N2S2 | ωB97M-V/def2-TZVPD

XYZ file:
```
10
Properties=species:S:1:pos:R:3
C -0.491 -0.378 0.787
C 0.589 0.478 -0.003
N -0.022 -1.331 1.558
N 0.399 0.396 -1.408
S -2.142 -0.068 0.512
S -0.442 1.535 -2.109
H 0.536 1.503 0.092
H 1.432 -0.140 0.318
H -0.675 -1.698 2.187
H 0.816 -0.297 -1.933
```

Calculated values
Total energy: -984.380351 Eh
Lowest unoccupied orbital energy (alpha / beta): -2.628 / -1.111 eV
HOMO energy (alpha / beta): -8.41 / -9.29 eV

***

Entry 8:
C16H31Br12N | ωB97M-V/def2-TZVPD

XYZ file:
```
60
Properties=species:S:1:pos:R:3
C -0.564 0.037 -2.340
C -1.611 0.032 -1.246
C -1.100 0.635 0.106
C -0.063 -0.035 0.922
N 0.797 -0.473 1.478
H 0.434 -0.070 -1.915
H -0.488 1.071 -2.677
H -0.795 -0.623 -3.176
H -1.607 -1.052 -1.132
H -2.613 0.357 -1.528
H -1.945 0.712 0.790
H -0.717 1.655 0.091
Br 1.448 0.309 -3.627
C 1.562 -1.684 -3.267
C 1.223 -2.079 -1.849
Br 2.721 -1.989 -0.546
H 2.554 -2.086 -3.475
H 0.769 -2.106 -3.885
H 1.002 -3.146 -1.844
H 0.311 -1.571 -1.536
Br -8.147 -0.008 -0.263
C -6.277 -0.422 0.301
C -5.314 0.424 -0.611
Br -3.486 0.339 0.105
H -5.901 -1.430 0.124
H -5.981 -0.174 1.320
H -5.648 1.445 -0.795
H -5.248 -0.024 -1.603
Br 1.736 2.317 -2.390
C 0.622 3.540 -1.268
C -0.667 4.052 -1.952
Br -1.649 5.315 -0.808
H 1.226 4.385 -0.937
H 0.382 2.996 -0.355
H -1.313 3.192 -2.127
H -0.486 4.546 -2.907
Br 4.415 -0.446 0.340
C 2.748 0.707 0.032
C 3.007 2.231 -0.009
Br 3.474 2.734 1.900
H 1.941 0.525 0.741
H 2.445 0.342 -0.949
H 2.116 2.699 -0.428
H 3.872 2.462 -0.630
Br -0.404 0.380 5.226
C -0.253 -0.475 3.471
C 0.574 -1.720 3.439
Br -0.326 -3.041 4.518
H 0.060 0.295 2.766
H -1.292 -0.623 3.177
H 1.623 -1.525 3.660
H 0.469 -2.151 2.443
Br 1.525 -4.007 3.369
C 2.489 -3.388 1.759
C 2.600 -1.899 1.689
Br 3.558 -1.112 3.308
H 2.138 -3.723 0.783
H 3.568 -3.540 1.770
H 1.534 -1.672 1.682
H 2.951 -1.437 0.767
```

Calculated values
Total energy: -31570.163372 Eh
Lowest unoccupied orbital energy: -0.240 eV
HOMO energy: -7.44 eV

***

Entry 9:
C13H15N4Tm | ωB97M-V/def2-TZVPD

XYZ file:
```
33
Properties=species:S:1:pos:R:3
C 1.153 2.454 0.142
C 2.095 1.817 -0.621
H 1.154 2.370 1.232
H 0.532 3.278 -0.239
H 2.354 2.143 -1.640
H 2.825 1.128 -0.179
Tm -0.006 0.434 -0.851
C -2.062 1.197 -1.962
C -0.996 1.885 -2.626
C -0.773 -0.377 -3.074
C -1.942 -0.202 -2.260
H -0.864 2.972 -2.672
H 0.657 1.128 -3.956
H -0.431 -1.322 -3.513
C -0.193 0.911 -3.300
H -2.647 -0.985 -1.958
H -2.883 1.670 -1.413
N 1.594 -2.137 2.031
C 2.007 -3.122 1.142
C 1.680 -2.673 -0.114
N 1.042 -1.441 -0.009
C 0.972 -1.150 1.330
C -0.075 -0.332 1.904
N -1.069 0.226 1.144
C -2.180 0.356 1.969
C -1.860 -0.090 3.223
N -0.533 -0.493 3.176
H 1.704 -2.156 3.039
H 2.459 -4.040 1.472
H 1.846 -3.142 -1.066
H -3.109 0.747 1.592
H -2.459 -0.186 4.108
H 0.008 -0.864 3.948
```

Calculated values
Multiplicity: 3
⟨S²⟩: 2.00
Total energy: -1808.066344 Eh
Total charge: +2
Lowest unoccupied orbital energy (alpha / beta): -7.789 / -7.763 eV
HOMO energy (alpha / beta): -15.69 / -15.71 eV

***

Entry 10:
CH4N2O2 | ωB97M-V/def2-TZVPD

XYZ file:
```
9
Properties=species:S:1:pos:R:3
N 0.043 -1.279 -1.099
O -0.872 -0.396 -0.483
N 0.149 0.463 0.137
C -0.043 1.064 1.374
O -0.616 0.584 2.266
H -0.316 -2.204 -1.105
H 0.461 -0.785 -1.911
H 0.919 0.533 -0.620
H 0.274 2.019 1.442
```

Calculated values
Total energy: -300.320721 Eh
SMILES: NONC=O
Lowest unoccupied orbital energy: 0.831 eV
HOMO energy: -9.51 eV

***

Entry 11:
C29H22ClDyIN4O4S | ωB97M-V/def2-TZVPD

XYZ file:
```
63
Properties=species:S:1:pos:R:3
Dy 0.089 0.532 -0.056
O 0.201 -2.466 3.155
C 0.362 -1.582 2.348
N -0.318 -1.383 1.157
C -1.374 -2.216 0.851
O -1.905 -3.052 1.548
C -1.946 -1.997 -0.544
C -2.820 -2.941 -1.058
C -3.319 -2.760 -2.336
C -2.937 -1.638 -3.057
C -2.075 -0.735 -2.466
N -1.587 -0.904 -1.230
C 1.431 -0.532 2.641
C 2.022 -0.516 3.893
C 3.014 0.419 4.140
C 3.386 1.300 3.134
C 2.731 1.230 1.918
N 1.764 0.339 1.682
H -3.074 -3.795 -0.448
H -3.990 -3.488 -2.771
H -3.292 -1.462 -4.062
H -1.755 0.153 -2.995
H 1.709 -1.249 4.623
H 3.504 0.453 5.104
H 4.168 2.030 3.282
H 2.983 1.894 1.099
Cl 0.641 3.667 -6.511
C 0.912 2.809 -5.030
C 2.071 2.119 -4.850
C 2.313 1.416 -3.647
I 4.104 0.402 -3.433
C 1.404 1.409 -2.619
O 1.610 0.764 -1.473
C 0.175 2.122 -2.818
N -0.749 2.083 -1.802
C -1.884 2.726 -1.956
C -2.212 3.461 -3.104
C -1.310 3.505 -4.129
C -0.079 2.826 -4.013
H 2.816 2.111 -5.632
H -2.598 2.663 -1.141
H -3.161 3.972 -3.165
H -1.525 4.055 -5.034
C -5.190 -2.483 2.260
C -4.461 -1.179 2.145
C -4.853 -0.205 1.236
C -4.138 0.981 1.108
C -3.023 1.185 1.907
C -2.616 0.220 2.834
C -3.340 -0.944 2.951
S -2.080 2.645 1.641
C -1.936 3.309 3.280
O -0.655 2.159 1.322
H -5.926 -2.603 1.467
H -5.709 -2.550 3.217
H -4.481 -3.310 2.213
H -5.721 -0.374 0.613
H -4.450 1.734 0.396
H -1.724 0.361 3.433
H -3.010 -1.710 3.640
H -1.544 2.554 3.956
H -2.934 3.626 3.582
H -1.270 4.167 3.225
```

Calculated values
Multiplicity: 6
⟨S²⟩: 9.33
Total energy: -3679.435569 Eh
Total charge: +1
Lowest unoccupied orbital energy (alpha / beta): -2.923 / -2.920 eV
HOMO energy (alpha / beta): -10.45 / -10.46 eV

***

Entry 12:
C4H6N2O | ωB97M-V/def2-TZVPD

XYZ file:
```
13
Properties=species:S:1:pos:R:3
C 1.324 -1.058 0.663
C 0.698 -0.017 -0.174
N -1.822 0.017 0.249
C -0.710 0.172 -0.606
N 1.266 1.104 -0.587
C 0.048 1.692 -0.895
O -0.356 2.789 -1.079
H -1.679 0.330 1.199
H -2.302 -0.870 0.192
H -0.914 -0.201 -1.609
H 1.070 -0.907 1.715
H 2.408 -1.006 0.566
H 0.969 -2.047 0.368
```

Calculated values
Total energy: -340.720202 Eh
Lowest unoccupied orbital energy: 0.474 eV
HOMO energy: -8.93 eV